{"formula": "C22H61N8O3P2", "method": "wB97M-V/def2-TZVPD", "elements": ["C", "C", "C", "C", "C", "N", "C", "C", "C", "O", "N", "C", "C", "H", "H", "H", "H", "H", "H", "H", "H", "H", "H", "H", "H", "H", "H", "H", "H", "H", "H", "H", "H", "H", "H", "H", "H", "H", "O", "P", "N", "C", "C", "N", "C", "C", "N", "C", "C", "H", "H", "H", "H", "H", "H", "H", "H", "H", "H", "H", "H", "H", "H", "H", "H", "H", "H", "O", "P", "N", "C", "C", "N", "C", "C", "N", "C", "C", "H", "H", "H", "H", "H", "H", "H", "H", "H", "H", "H", "H", "H", "H", "H", "H", "H", "H"], "coordinates": [[-0.527, 0.981, 0.316], [-1.375, -0.326, 0.355], [-1.635, -0.820, -1.103], [-3.108, -1.041, -1.542], [-3.240, -2.458, -2.143], [-4.149, -0.742, -0.500], [-5.482, -0.536, -1.200], [-5.825, 0.971, -1.294], [-6.667, 1.464, -0.102], [-5.788, 2.112, 0.810], [-4.221, -1.819, 0.435], [-4.616, -1.385, 1.778], [-4.720, -2.673, 2.649], [-0.749, 1.639, 1.159], [0.537, 0.735, 0.394], [-0.632, 1.509, -0.636], [-2.250, -0.169, 0.988], [-0.755, -1.062, 0.872], [-1.105, -1.769, -1.229], [-1.152, -0.141, -1.809], [-3.304, -0.370, -2.386], [-3.192, -3.241, -1.387], [-2.369, -2.594, -2.788], [-4.123, -2.511, -2.786], [-3.967, 0.157, -0.045], [-5.476, -0.921, -2.217], [-6.290, -1.017, -0.649], [-4.940, 1.592, -1.464], [-6.458, 1.078, -2.182], [-7.471, 2.118, -0.456], [-7.157, 0.591, 0.357], [-6.333, 2.695, 1.357], [-4.873, -2.534, 0.129], [-3.863, -0.757, 2.256], [-5.602, -0.899, 1.799], [-4.298, -3.503, 2.069], [-5.759, -2.934, 2.852], [-4.122, -2.607, 3.556], [1.069, -3.599, -2.123], [1.607, -4.874, -1.469], [1.539, -4.216, 0.138], [2.097, -2.902, 0.421], [0.185, -4.255, 0.672], [3.172, -4.799, -2.211], [4.320, -4.155, -1.615], [3.162, -4.566, -3.653], [2.107, -6.364, -0.729], [2.636, -6.569, 0.607], [2.364, -7.479, -1.632], [1.935, -2.642, 1.471], [1.655, -2.110, -0.196], [3.176, -2.878, 0.296], [-0.262, -5.243, 0.522], [-0.462, -3.511, 0.184], [0.186, -4.072, 1.750], [4.249, -3.059, -1.665], [5.231, -4.456, -2.137], [4.464, -4.454, -0.576], [3.038, -3.504, -3.900], [2.349, -5.117, -4.128], [4.093, -4.922, -4.099], [3.553, -6.000, 0.775], [2.868, -7.625, 0.765], [1.916, -6.308, 1.380], [3.434, -7.578, -1.840], [1.846, -7.339, -2.582], [1.998, -8.419, -1.213], [3.901, 4.584, 2.565], [3.422, 5.554, 1.502], [2.141, 6.313, 2.375], [1.104, 5.511, 3.003], [2.667, 7.256, 3.365], [2.918, 4.362, 0.343], [1.553, 3.934, 0.172], [3.821, 3.226, 0.190], [3.342, 6.768, 0.280], [2.247, 7.676, 0.010], [4.296, 6.652, -0.814], [0.404, 6.162, 3.531], [1.500, 4.783, 3.722], [0.502, 4.981, 2.267], [3.423, 7.904, 2.912], [3.132, 6.738, 4.213], [1.872, 7.905, 3.737], [1.225, 3.275, 0.991], [1.441, 3.383, -0.767], [0.865, 4.778, 0.097], [3.672, 2.470, 0.972], [4.861, 3.550, 0.233], [3.673, 2.755, -0.786], [1.322, 7.146, -0.235], [2.491, 8.322, -0.837], [2.055, 8.348, 0.845], [3.840, 6.174, -1.687], [5.160, 6.056, -0.515], [4.680, 7.632, -1.108]], "lowdin_charge": [-0.10, -0.21, -0.12, -0.28, -0.03, -0.06, -0.09, -0.13, -0.25, -0.07, 0.00, -0.22, -0.05, 0.07, 0.07, 0.07, 0.07, 0.09, 0.08, 0.12, 0.15, 0.09, 0.10, 0.08, 0.17, 0.12, 0.13, 0.13, 0.12, 0.13, 0.11, 0.10, 0.13, 0.11, 0.11, 0.08, 0.08, 0.08, -0.31, 0.75, -0.34, -0.12, -0.16, -0.34, -0.13, -0.15, -0.32, -0.10, -0.13, 0.08, 0.07, 0.06, 0.08, 0.06, 0.08, 0.09, 0.09, 0.07, 0.08, 0.07, 0.08, 0.08, 0.09, 0.07, 0.09, 0.07, 0.08, -0.29, 0.72, -0.34, -0.13, -0.15, -0.32, -0.15, -0.15, -0.33, -0.11, -0.13, 0.08, 0.09, 0.05, 0.08, 0.08, 0.08, 0.07, 0.08, 0.07, 0.08, 0.07, 0.08, 0.08, 0.08, 0.07, 0.08, 0.07, 0.08], "energy_ev": -60432.386, "total_charge": 1, "orbital_gap_ev": 6.79, "homo_ha": -0.34688, "multiplicity": 1}



{"formula": "C14H45Cd2N3O9", "method": "wB97M-V/def2-TZVPD", "elements": ["Cd", "Cd", "O", "C", "C", "O", "H", "H", "H", "H", "C", "C", "C", "O", "C", "N", "H", "H", "H", "H", "H", "H", "H", "H", "H", "H", "H", "C", "C", "C", "O", "C", "N", "H", "H", "H", "H", "H", "H", "H", "H", "H", "H", "H", "C", "C", "C", "O", "C", "N", "H", "H", "H", "H", "H", "H", "H", "H", "H", "H", "H", "O", "H", "H", "O", "H", "H", "O", "H", "H", "O", "H", "H"], "coordinates": [[4.411, -1.160, 1.980], [3.365, -2.387, -1.673], [1.438, -1.572, -2.045], [0.996, -0.998, -0.840], [2.058, -0.490, 0.180], [3.285, -1.259, 0.266], [0.352, -1.719, -0.305], [0.277, -0.196, -1.037], [1.609, -0.485, 1.184], [2.222, 0.591, 0.094], [1.366, 3.744, -3.093], [0.986, 2.296, -2.926], [-0.383, 2.024, -3.541], [-1.397, 2.713, -2.818], [-2.150, 1.869, -1.975], [2.038, 1.413, -3.485], [0.551, 4.366, -2.710], [1.465, 4.035, -4.140], [2.281, 3.996, -2.555], [0.934, 2.101, -1.841], [-0.630, 0.968, -3.699], [-0.391, 2.478, -4.536], [-2.856, 2.466, -1.397], [-1.551, 1.378, -1.194], [-2.715, 1.147, -2.565], [2.826, 1.470, -2.840], [1.684, 0.467, -3.327], [-3.455, -1.752, -0.302], [-2.837, -2.910, 0.472], [-3.487, -3.283, 1.787], [-4.868, -3.475, 1.598], [-5.473, -4.171, 2.672], [-2.899, -4.095, -0.463], [-4.425, -1.903, -0.760], [-2.727, -1.397, -1.034], [-3.518, -0.888, 0.378], [-1.769, -2.747, 0.659], [-3.421, -2.407, 2.463], [-2.970, -4.120, 2.269], [-5.539, -3.482, 3.520], [-4.889, -5.045, 2.983], [-6.457, -4.558, 2.423], [-2.214, -4.756, -0.089], [-3.794, -4.547, -0.276], [2.901, 5.000, 2.748], [2.241, 3.788, 3.425], [0.975, 3.337, 2.746], [1.163, 3.220, 1.360], [0.013, 2.719, 0.718], [3.218, 2.703, 3.644], [3.362, 4.613, 1.839], [3.626, 5.468, 3.407], [2.129, 5.721, 2.486], [2.028, 4.141, 4.446], [0.170, 4.034, 3.020], [0.612, 2.405, 3.217], [0.050, 3.031, -0.324], [-0.921, 3.109, 1.135], [-0.028, 1.619, 0.777], [3.928, 3.003, 4.316], [2.810, 1.995, 4.264], [2.883, -1.416, 3.473], [2.101, -1.978, 3.338], [2.762, -1.008, 4.351], [-0.616, -3.709, -2.483], [-1.268, -3.569, -1.770], [0.126, -3.105, -2.309], [0.413, -1.639, -4.719], [-0.387, -2.178, -4.657], [0.692, -1.509, -3.802], [2.778, -4.184, -0.774], [1.866, -4.222, -0.432], [3.042, -5.112, -0.904]], "lowdin_charge": [1.55, 1.50, -0.42, -0.33, -0.31, -0.59, 0.09, 0.11, 0.09, 0.11, -0.06, -0.45, -0.18, -0.17, -0.11, 0.06, 0.08, 0.09, 0.08, 0.09, 0.12, 0.14, 0.10, 0.05, 0.09, 0.06, 0.02, -0.05, -0.41, -0.24, -0.18, -0.09, 0.03, 0.09, 0.06, 0.08, 0.11, 0.13, 0.12, 0.09, 0.09, 0.09, 0.07, 0.08, -0.04, -0.43, -0.23, -0.17, -0.11, 0.01, 0.08, 0.08, 0.09, 0.14, 0.14, 0.12, 0.07, 0.11, 0.07, 0.08, 0.05, -0.11, 0.10, 0.11, -0.06, 0.00, -0.03, -0.06, 0.04, -0.04, -0.11, 0.09, 0.11], "energy_ev": -47252.601, "total_charge": 2, "orbital_gap_ev": 2.75, "homo_ha": -0.48843, "multiplicity": 1}



{"formula": "C5H8O2", "method": "wB97M-V/def2-TZVPD", "elements": ["C", "C", "C", "O", "C", "C", "O", "H", "H", "H", "H", "H", "H", "H", "H"], "coordinates": [[-1.203, 1.280, 0.190], [-0.228, 0.456, 0.536], [0.135, -0.343, 1.760], [1.404, -0.700, 1.180], [1.094, 0.024, -0.039], [0.614, -0.822, -1.176], [0.661, -2.088, -0.879], [-2.046, 1.473, 0.844], [-1.148, 1.851, -0.722], [-1.281, 0.888, -3.176], [-0.475, -1.219, 1.987], [0.286, 0.233, 2.673], [1.848, 0.774, -0.300], [-0.776, 0.408, -2.870], [1.116, -2.213, -0.008]], "lowdin_charge": [0.09, -0.25, -0.11, -0.11, -0.29, -0.04, 0.05, 0.07, 0.05, 0.02, 0.13, 0.13, 0.16, -0.02, 0.12], "energy_ev": -9404.382, "orbital_gap_ev": 9.43, "homo_ha": -0.32193, "relative_energy_kj_mol": 525.9, "multiplicity": 1}